A gas-phase ion, CHN2O3P (charge -2), computed with ωB97M-V/def2-TZVPD.

LUMO energy in eV: 7.634
Calculated total energy in hartree: -715.2916
HOMO-LUMO gap in eV: 7.0
2S+1: 1
HOMO in eV: 0.60
Net charge: -2
Energy above the lowest of the compared OMol25 structures with the same formula, charge and spin in kcal per mole: 59.8

Each line ends with the Mulliken charge.
Geometry (Å):
C -0.01 0.02 -0.88  -0.19
N 2.21 1.01 -1.45  -0.80
N 1.12 0.62 -1.22  0.34
O 0.42 0.33 1.89  -0.79
O -1.99 0.10 1.01  -0.78
O -0.36 -1.92 1.13  -0.79
P -0.58 -0.42 1.05  0.78
H -0.81 0.27 -1.53  0.22